The following is a DFT calculation (ωB97M-V/def2-TZVPD) of a molecular structure, C16H40CuN7O7P2 in a non-equilibrium geometry.

Cartesian coordinates (Å):
Cu1 0.44901 -0.55510 -0.18104
C1 0.91337 -3.04994 -4.22253
N1 2.02513 -2.51392 -3.42278
C2 3.30606 -2.43573 -4.14289
C3 1.85742 -2.11215 -2.19380
O1 0.72120 -2.13630 -1.61494
C4 3.03904 -1.56900 -1.41106
O2 2.60329 -1.04864 -0.15650
C5 3.04505 -1.67390 1.04802
C6 1.88078 -2.27073 1.82843
O3 0.72716 -2.33011 1.26575
N2 2.06839 -2.68024 3.05183
C7 0.98403 -3.28974 3.84127
C8 3.35268 -2.60175 3.76428
H1 1.15821 -4.06436 -4.53350
H2 0.78834 -2.44156 -5.11724
H3 -0.00531 -3.05235 -3.65051
H4 3.46632 -3.37083 -4.67506
H5 4.14856 -2.26462 -3.48046
H6 3.26397 -1.63375 -4.87920
H7 3.48788 -0.74405 -1.96375
H8 3.79672 -2.34044 -1.27266
H9 3.51539 -0.89164 1.64137
H10 3.79174 -2.44383 0.84651
H11 0.04850 -3.25113 3.30011
H12 0.88773 -2.75716 4.78535
H13 1.24397 -4.32515 4.05790
H14 4.12309 -2.09807 3.19145
H15 3.69474 -3.60981 3.99779
H16 3.20675 -2.07409 4.70464
C9 -4.25917 -0.31877 1.05182
N3 -3.86874 0.48770 -0.11644
C10 -4.88929 1.40479 -0.63965
P1 -2.32162 0.67292 -0.50300
O4 -1.50110 -0.51991 -0.03032
O5 -1.83604 2.01557 0.27820
P2 -0.30688 2.29660 0.72993
O6 0.63312 1.37094 -0.02762
N4 -0.08457 3.84918 0.38829
C11 -1.16402 4.82836 0.19349
C12 1.27705 4.32113 0.07895
N5 -0.23193 2.04485 2.34203
C13 0.03034 0.69428 2.84360
C14 -1.15798 2.82905 3.17558
N6 -2.14057 1.04671 -2.07585
C15 -2.03559 2.43969 -2.53573
C16 -1.51052 0.06171 -2.96214
H17 -5.22372 -0.78236 0.85335
H18 -4.36092 0.29304 1.95240
H19 -3.52503 -1.09869 1.23062
H20 -5.83461 0.87110 -0.71876
H21 -4.61178 1.75777 -1.63019
H22 -5.03864 2.26020 0.02370
H23 -2.12025 4.41674 0.50026
H24 -1.22570 5.13513 -0.85227
H25 -0.95383 5.71620 0.78919
H26 2.01761 3.60493 0.42859
H27 1.44979 5.27598 0.57295
H28 1.40698 4.46624 -0.99509
H29 0.87167 0.26472 2.29747
H30 -0.83734 0.02973 2.74811
H31 0.30070 0.76345 3.89554
H32 -1.18065 3.86110 2.83189
H33 -0.80159 2.82126 4.20334
H34 -2.17210 2.42032 3.15069
H35 -2.63998 3.09743 -1.91739
H36 -2.40090 2.49730 -3.55910
H37 -0.99886 2.78977 -2.51435
H38 -1.69884 -0.94598 -2.59729
H39 -0.42630 0.22312 -3.02885
H40 -1.93807 0.15330 -3.95913
O7 -0.66468 -3.97114 -0.15102
N7 0.38539 -3.81532 -0.15263

total charge = +3
E_HOMO (spin up / spin down) = -16.94 / -16.93 eV
expectation value of S² = 0.752
Kohn-Sham gap (spin up / spin down) = 0.2308 / 0.2300 Ha
2S+1 = 2
energy relative to the best compared isomer or geometry (same formula, charge and spin) = 12.0 kcal per mole
E = -3865.9957 Ha